Entry 1:
{"formula": "C6H13N2O3", "method": "ωB97M-V with the def2-TZVPD basis set", "e_lumo_ev": -3.21, "total_charge": 1, "total_energy_ha": -571.380159, "homo_lumo_gap_ev": 10.43, "elements": ["C", "C", "C", "C", "C", "C", "N", "N", "O", "O", "O", "H", "H", "H", "H", "H", "H", "H", "H", "H", "H", "H", "H", "H"], "positions_angstrom": [[-0.2454, 2.1180, -0.5936], [-0.0261, -1.3695, -1.1227], [-1.5151, -1.1018, -0.8648], [-1.6050, -0.1558, 0.3313], [0.1105, 0.8000, -0.0251], [1.0201, 0.7150, 1.1953], [2.3666, 0.4237, 0.6938], [0.6382, -0.0554, -1.0920], [-0.1600, 2.3189, -1.7787], [-2.0482, -0.5245, -2.0212], [-1.4898, -0.7615, 1.5252], [-0.6062, 2.8673, 0.1233], [0.3739, -2.0007, -0.3287], [0.1104, -1.8449, -2.0934], [-2.0099, -2.0459, -0.6075], [-2.3553, 0.6248, 0.2385], [0.9597, 1.6412, 1.7734], [0.6903, -0.1095, 1.8366], [2.9036, -0.1351, 1.3450], [2.8930, 1.2748, 0.5305], [1.6666, -0.1093, -0.8104], [0.4744, 0.4813, -1.9674], [-3.0112, -0.5636, -2.0255], [-1.8828, -0.2564, 2.2481]], "atomic_forces_ev_per_a": [[0.2338, -0.1423, 0.0521], [-0.8324, -0.4246, 0.0366], [0.1864, -0.3512, 0.4104], [2.4462, 1.7192, -0.8998], [-2.5551, -1.5088, 0.6430], [-0.0792, -0.0002, -0.1335], [0.3912, 0.1698, 0.3991], [0.2102, 0.5432, -0.3269], [-0.1376, 0.2650, -0.1278], [0.1495, 0.2939, -0.1752], [-0.0857, -0.4664, 0.3930], [-0.0350, 0.1969, -0.0174], [0.0936, 0.0788, -0.0408], [0.1103, 0.0191, 0.0966], [0.0643, 0.0389, 0.0255], [-0.1411, -0.1055, 0.0516], [-0.0258, -0.0693, -0.0035], [0.0552, 0.1216, -0.0721], [-0.0253, -0.0141, -0.0180], [0.0417, -0.0095, 0.0073], [-0.3163, -0.1335, -0.3548], [0.2319, -0.2151, 0.1450], [0.0440, -0.0222, 0.0350], [-0.0247, 0.0164, -0.1256]], "nbo_charge": [0.39, -0.23, 0.03, 0.21, -0.04, -0.27, -0.85, -0.58, -0.51, -0.71, -0.68, 0.15, 0.23, 0.25, 0.22, 0.20, 0.22, 0.23, 0.40, 0.39, 0.47, 0.47, 0.50, 0.51]}

Entry 2:
{"formula": "CH2O2", "method": "ωB97M-V with the def2-TZVPD basis set", "e_lumo_ev": 0.56, "smiles": "O=CO", "total_energy_ha": -189.776449, "homo_lumo_gap_ev": 11.52, "elements": ["O", "C", "O", "H", "H"], "positions_angstrom": [[1.4574, -0.5406, -0.0328], [0.4140, 0.0518, -0.0772], [-0.7522, -0.5842, -0.1259], [0.2813, 1.1525, -0.1725], [-1.4005, -0.0795, 0.4083]], "atomic_forces_ev_per_a": [[-0.6908, 0.7931, -0.1832], [1.3944, 0.0042, -0.2589], [-1.3164, -0.3030, 0.9143], [0.4234, -0.2320, 0.2888], [0.1895, -0.2624, -0.7609]], "nbo_charge": [-0.53, 0.64, -0.68, 0.09, 0.49]}

Entry 3:
{"formula": "C16H12Cl3O4PTaTe", "method": "ωB97M-V with the def2-TZVPD basis set", "e_lumo_ev": -4.47, "total_charge": 1, "total_energy_ha": -2964.678051, "homo_lumo_gap_ev": 7.59, "elements": ["Ta", "O", "C", "O", "C", "P", "C", "C", "C", "C", "C", "C", "C", "C", "C", "C", "C", "C", "H", "H", "H", "H", "H", "H", "H", "H", "H", "H", "H", "H", "Te", "Cl", "C", "Cl", "Cl", "C", "O", "O"], "positions_angstrom": [[0.4996, -2.4978, -0.8908], [4.1089, -0.8794, -0.9374], [2.9332, -0.8104, -0.8734], [2.0763, -1.6655, -1.5591], [2.1706, 0.2046, -0.0298], [0.3595, -0.0031, -0.2177], [-0.4028, 0.7230, 1.2343], [-0.8501, 2.0440, 1.2055], [-1.3555, 2.6152, 2.3633], [-1.4145, 1.8806, 3.5391], [-0.9609, 0.5694, 3.5691], [-0.4541, -0.0115, 2.4180], [-0.1389, 0.9526, -1.6658], [0.7981, 1.4096, -2.5852], [0.3752, 2.0788, -3.7274], [-0.9754, 2.2911, -3.9449], [-1.9148, 1.8358, -3.0238], [-1.5005, 1.1622, -1.8910], [2.4990, 1.2151, -0.2727], [2.4254, 0.0188, 1.0151], [-0.8098, 2.6255, 0.2943], [-1.7034, 3.6391, 2.3442], [-1.8129, 2.3329, 4.4375], [-1.0007, -0.0008, 4.4876], [-0.0793, -1.0256, 2.4470], [1.8568, 1.2447, -2.4350], [1.1044, 2.4311, -4.4442], [-1.3022, 2.8133, -4.8342], [-2.9695, 2.0050, -3.1949], [-2.2354, 0.7990, -1.1813], [-1.1686, -2.6175, -2.6833], [-0.4473, -5.8534, 1.9391], [-0.1056, -4.1620, 2.0134], [-0.0637, -3.5634, 3.6326], [-1.3435, -3.2173, 0.9833], [1.0773, -3.7012, 1.1404], [1.5757, -2.5940, 1.3457], [1.1490, -4.2888, -0.0175]], "atomic_forces_ev_per_a": [[0.6360, -0.2269, 0.2250], [0.0359, -0.1375, -0.2196], [-0.2121, 0.1242, 0.1295], [-0.0039, 0.0072, 0.1939], [-0.0796, -0.0602, -0.0855], [0.0600, 0.1908, -0.1977], [-0.0423, -0.0052, 0.0370], [-0.0429, -0.0164, 0.0910], [-0.0061, 0.0193, -0.0234], [-0.0094, 0.0113, 0.0116], [0.0182, -0.0371, -0.0362], [0.0005, 0.0345, 0.0206], [0.0419, 0.0098, 0.0564], [0.0004, 0.0015, -0.0118], [0.0079, -0.0176, 0.0286], [-0.0300, 0.0044, 0.0021], [0.0143, 0.0106, -0.0272], [-0.0164, -0.0128, 0.0153], [0.0161, 0.0231, 0.0405], [0.0070, -0.0030, 0.0164], [0.0181, -0.0173, -0.0063], [-0.0008, -0.0022, 0.0077], [0.0007, 0.0035, -0.0056], [0.0003, 0.0064, -0.0003], [0.0055, -0.0026, 0.0102], [0.0104, 0.0132, -0.0234], [0.0054, -0.0059, 0.0097], [-0.0030, -0.0052, 0.0052], [0.0050, -0.0025, 0.0034], [0.0001, -0.0009, -0.0062], [-0.1410, -0.0598, -0.2405], [-0.0085, 0.0407, -0.0636], [0.2314, -0.2272, 0.0575], [-0.0224, 0.0853, 0.0411], [-0.4116, 0.1058, 0.0634], [0.0050, -0.1986, -0.2990], [0.0494, -0.0575, -0.0421], [-0.1394, 0.4046, 0.2219]], "nbo_charge": [1.22, -0.47, 0.80, -0.76, -0.85, 1.00, -0.32, -0.19, -0.20, -0.16, -0.19, -0.22, -0.41, -0.13, -0.20, -0.17, -0.20, -0.19, 0.29, 0.30, 0.23, 0.23, 0.23, 0.23, 0.22, 0.21, 0.23, 0.23, 0.23, 0.23, 0.13, 0.16, -0.20, 0.14, 0.12, 0.68, -0.58, -0.67]}